DFT (ωB97M-V/def2-TZVPD) results for C4H9NO2 in the gas phase at a distorted geometry.

Geometry as XYZ:
```
16
Properties=species:S:1:pos:R:3:forces:R:3
C 1.728 -0.519 -1.040 -0.8 3.5 2.6
N 0.629 -1.263 -0.315 0.3 0.8 -0.6
C -0.538 -0.476 0.188 2.4 -0.3 -0.3
C -1.436 0.215 -0.814 -0.9 -0.8 -1.1
O -1.401 0.078 -2.039 -0.1 0.6 2.7
C -0.152 0.574 1.231 0.0 1.8 -1.0
O -1.398 0.880 1.842 0.0 -0.6 0.0
H 2.280 -1.156 -1.663 0.5 -1.0 -1.0
H 2.527 0.020 -0.349 -1.7 -1.4 -0.8
H 1.276 0.359 -1.584 0.6 -1.0 -0.1
H 0.239 -1.816 -1.066 -0.1 -0.4 0.1
H -1.147 -1.206 0.749 -0.1 0.3 -0.2
H -2.225 0.751 -0.171 0.5 0.0 -1.6
H 0.540 0.256 1.976 0.7 -0.8 0.4
H 0.306 1.584 0.837 -0.7 -1.9 0.0
H -1.227 1.719 2.219 -0.4 1.4 1.0
```
Positions in Å, forces in eV/Å.

The spin multiplicity is 1. For the LUMO energy, the calculation gives 0.64 eV. As for the energy above the lowest of the compared OMol25 structures with the same formula, charge and spin: 281.0 kJ/mol. As for the charge: 0. Its HOMO energy is -9.01 eV. As for the frontier orbital gap: 0.3545 Ha.

So, what does the Löwdin scheme give us? The charges, in e, come out as: number 1, C, carries -0.1147; number 2, N, carries -0.0657; number 3, C, carries -0.3094; number 4, C, carries -0.1967; number 5, O, carries 0.0384; number 6, C, carries -0.2258; number 7, O, carries -0.0750; number 8, H, carries 0.0425; number 9, H, carries 0.1035; number 10, H, carries 0.0787; number 11, H, carries 0.0877; number 12, H, carries 0.1593; number 13, H, carries 0.1417; number 14, H, carries 0.1075; number 15, H, carries 0.1590; number 16, H, carries 0.0692